Density functional theory data (ωB97M-V/def2-TZVPD) for a structure of composition C4H5F2KLiO2 in a non-equilibrium geometry.

Output
HOMO energy (spin up / spin down), Ha: -0.213 / -0.213
Multiplicity: 2
E_tot, Eh: -1112.88940
ΔE to the lowest compared entry with this formula, charge and spin, kJ/mol: 207.0
LUMO energy (spin up / spin down), eV: -1.34 / -1.34

Element x y z (Å)
1 O 1.8491 -0.1841 0.0752
2 C 1.3970 1.0876 0.3119
3 C -0.0158 1.5008 -0.0517
4 H 1.8372 1.6900 -0.5452
5 H 1.4270 1.1999 1.4429
6 F 0.3468 2.9353 0.2881
7 C -1.9495 0.3433 0.6354
8 C -2.8631 0.1546 1.7695
9 O -0.8007 0.9339 1.0084
10 H -2.3996 0.7728 -0.2691
11 F -1.5923 -1.0397 0.1558
12 H -3.9321 0.3033 1.6263
13 H -2.5009 -0.3617 2.6583
14 K 0.4254 -1.2639 -1.0113
15 Li 3.9742 0.6277 0.3570

These are the natural (NBO) partial charges, in e, on atoms 1 to 6: atom 1 (O): -1.13, atom 2 (C): -0.24, atom 3 (C): 0.09, atom 4 (H): 0.14, atom 5 (H): 0.15, atom 6 (F): -0.48